Entry 1:
C2H5O2Pm | ωB97M-V/def2-TZVPD

Geometry as XYZ:
```
10
Properties=species:S:1:pos:R:3:forces:R:3:mulliken_spin:R:1
C -3.634 -0.568 -0.263 -0.09 0.06 0.19 0.49
H -3.080 -1.467 0.013 -0.24 0.09 -0.18 0.03
H -4.684 -0.638 -0.543 0.16 -0.07 0.00 0.04
C -3.020 0.708 -0.170 -2.24 -0.14 -0.45 0.24
O -1.819 0.874 0.128 4.29 -0.88 0.81 0.12
Pm 0.443 0.143 0.504 -2.02 1.08 -0.34 4.07
H -3.637 1.603 -0.335 0.23 -0.06 -0.02 0.02
O 2.010 -1.564 0.593 -1.20 0.89 -0.11 0.00
H 2.906 -1.498 0.947 0.84 -0.24 0.22 0.00
H 1.848 -2.490 0.360 0.27 -0.72 -0.11 0.00
```
Forces are in eV/Å.

Results
HOMO-LUMO gap (alpha / beta), eV: 4.74 / 8.44
Energy, Ha: -836.73877
Strongest force on any atom, eV/A: 4.5
HOMO (alpha / beta), eV: -22.5 / -24.3
Total charge: +3
2S+1: 6
LUMO energy (alpha / beta), Ha: -0.65404 / -0.58284

=====

Entry 2:
C18H16BrF4N3O6PS2 | ωB97M-V/def2-TZVPD

Geometry as XYZ:
```
51
Properties=species:S:1:pos:R:3:forces:R:3:lowdin_charge:R:1
C 0.417 -3.651 -1.754 -1.03 0.18 -0.42 -0.12
C -0.208 -2.234 -1.201 -1.01 -1.18 -1.28 -0.24
O 0.615 -1.638 -0.098 -4.45 -0.38 2.03 -0.17
C -0.376 -1.545 1.022 -1.18 -1.40 3.27 -0.11
C -1.295 -0.209 1.259 -1.24 -1.64 1.86 -0.01
C -1.029 1.059 0.213 0.81 0.33 1.28 -0.11
C 0.542 1.532 0.509 3.09 1.01 1.32 -0.11
C 0.838 2.051 2.059 3.96 -0.02 -2.61 -0.02
C 2.392 2.494 2.459 -0.77 -1.29 -3.52 -0.08
C 3.632 2.439 1.360 -4.02 -1.30 -1.11 -0.09
C 3.316 1.929 -0.175 -2.92 0.22 3.13 -0.03
C 1.761 1.476 -0.585 0.68 0.93 2.69 -0.12
C 1.534 0.937 -2.117 0.68 0.20 0.14 -0.10
C -2.386 -0.206 2.483 1.95 -0.80 -1.74 0.03
F -3.228 1.038 2.635 2.74 -4.16 -0.35 -0.08
C -2.590 -1.480 3.545 0.26 0.74 -0.75 -0.08
N -3.623 -1.290 4.619 3.49 -6.52 0.70 0.12
C -3.616 -2.515 5.489 0.60 0.92 -1.66 -0.10
F -4.584 -2.516 6.649 3.17 0.06 -3.86 -0.08
C -2.702 -3.849 5.308 0.74 2.22 -2.12 -0.01
N -1.684 -3.979 4.211 -4.40 4.80 1.70 0.05
C -1.640 -2.779 3.308 0.07 0.52 -0.08 -0.13
C -0.546 -2.833 2.052 -1.57 3.53 0.33 -0.25
P 0.623 -4.331 1.709 -0.79 -0.41 -0.19 0.60
O 0.024 -5.803 2.420 2.24 2.15 1.38 -0.44
Br 2.526 -3.853 2.937 -0.94 -0.18 -0.04 0.18
H -0.127 -4.515 -1.160 1.60 1.63 -1.24 0.05
H 1.588 -3.709 -1.716 -2.41 0.15 0.16 0.09
H 0.075 -3.747 -2.890 0.78 0.21 2.41 0.09
H -0.350 -1.509 -2.109 0.64 -1.02 1.97 0.11
H -1.302 -2.466 -0.784 2.42 0.52 -0.98 0.14
H -1.220 0.756 -0.902 0.48 0.46 2.27 0.11
H -1.716 1.993 0.481 1.37 -2.31 -0.51 0.13
H 0.006 2.099 2.900 1.87 -0.17 -2.12 0.09
H 2.662 2.837 3.557 -0.78 -0.78 -2.54 0.07
H 4.716 2.744 1.738 -2.60 -0.75 -1.09 0.08
H 4.166 1.850 -1.008 -2.13 0.24 2.11 0.10
H 1.698 1.771 -2.948 -0.43 -1.59 2.03 0.08
H 2.370 0.110 -2.327 -2.01 1.62 0.53 0.10
H 0.456 0.511 -2.280 2.22 0.81 0.41 0.05
H -2.832 -4.739 6.086 0.39 2.22 -2.00 0.13
H 0.606 -5.963 3.245 -1.56 0.29 -1.63 0.05
N -0.114 5.038 -4.740 -0.12 -0.81 -0.07 -0.31
S 0.320 5.739 -6.077 1.43 2.96 -3.68 0.52
O -0.614 5.687 -7.197 0.89 -0.64 1.70 -0.32
O 1.736 5.721 -6.423 -1.68 -0.73 0.85 -0.31
F 0.154 7.272 -5.638 -0.24 -0.49 0.74 -0.21
S -0.130 3.473 -4.888 -0.25 -3.70 0.83 0.50
O -0.832 2.786 -3.804 0.92 1.71 -0.80 -0.34
O 1.092 2.808 -5.322 -1.07 1.38 0.46 -0.32
F -1.121 3.211 -6.110 0.12 0.24 0.07 -0.20
```
Forces are in eV/Å.

Results
HOMO-LUMO gap, eV: 5.87
Energy, Ha: -5421.75473
Strongest force on any atom, eV/A: 7.4
HOMO, eV: -6.4
Total charge: -1
LUMO energy, Ha: -0.01968

=====

Entry 3:
C12H24F14Na4O14P3 | ωB97M-V/def2-TZVPD

Geometry as XYZ:
```
71
Properties=species:S:1:pos:R:3:forces:R:3:lowdin_charge:R:1
Na -2.621 -22.698 -12.998 0.09 0.16 -0.77 0.60
Na -9.239 -23.036 -12.192 -0.05 -0.20 0.48 0.76
Na -7.083 -24.675 -16.155 0.88 -0.17 0.07 0.69
Na -6.875 -27.191 -9.803 0.17 0.48 -0.06 0.64
P -4.160 -22.347 -16.549 4.11 2.79 -2.07 0.24
F -4.128 -23.408 -15.288 -0.79 -0.05 -1.05 -0.17
F -4.181 -23.416 -17.777 -1.82 -1.17 1.36 -0.16
F -5.794 -22.172 -16.494 1.02 -0.70 0.09 -0.16
F -3.892 -21.234 -17.725 -2.54 0.66 0.01 -0.18
F -3.870 -21.141 -15.480 -1.44 -0.44 0.63 -0.17
F -2.551 -22.444 -16.684 1.34 -1.61 1.48 -0.19
P -9.506 -24.747 -9.317 -1.99 -0.12 3.75 0.20
F -8.777 -25.274 -10.618 0.69 0.09 -1.56 -0.15
F -10.805 -25.646 -9.673 0.69 0.40 -0.50 -0.14
F -8.824 -25.984 -8.494 0.34 -0.45 -0.32 -0.16
F -10.283 -24.319 -7.951 0.70 0.46 -1.13 -0.14
F -8.224 -23.829 -8.892 -0.33 -0.08 -0.76 -0.16
F -10.125 -23.452 -10.170 0.33 -0.36 -0.07 -0.20
O -6.361 -24.669 -13.961 -0.34 -0.16 0.32 -0.29
P -6.034 -24.585 -12.522 0.80 -1.36 0.30 0.32
O -6.075 -25.710 -11.528 0.43 1.20 -1.38 -0.29
F -7.019 -23.490 -11.935 0.27 0.73 0.11 -0.14
F -4.570 -23.841 -12.442 -1.79 -0.77 0.36 -0.15
C -0.523 -25.768 -16.584 0.55 1.32 0.86 0.03
O -1.055 -26.379 -15.390 -0.68 -1.58 -0.06 0.02
C -1.240 -25.827 -14.227 -0.09 3.85 0.30 -0.56
O -1.057 -24.611 -13.959 -0.56 -2.26 -0.18 0.06
O -1.726 -26.710 -13.369 -0.16 -1.16 -0.19 0.00
C -2.235 -26.427 -12.055 0.60 0.93 -0.51 -0.01
H -0.694 -26.378 -17.471 -0.03 -0.47 0.65 0.10
H 0.529 -25.633 -16.334 0.09 0.05 -0.68 0.10
H -0.973 -24.794 -16.776 -0.11 0.04 0.29 0.09
H -2.102 -27.345 -11.484 -0.19 0.19 -0.10 0.11
H -3.271 -26.093 -12.109 -0.15 -0.44 -0.11 0.06
H -1.689 -25.600 -11.602 0.32 -0.13 0.08 0.10
C -2.564 -28.898 -7.505 -0.63 -0.89 -0.09 -0.02
O -3.053 -27.569 -7.381 0.90 1.42 -0.16 0.02
C -3.793 -26.984 -8.320 -1.55 -0.58 1.32 -0.59
O -4.563 -27.581 -9.040 -0.08 -0.42 -1.28 0.09
O -3.846 -25.686 -8.123 1.91 1.54 -0.14 0.03
C -4.326 -24.728 -9.118 -0.70 -0.94 -0.09 0.01
H -2.250 -29.245 -6.521 -0.11 0.41 0.01 0.10
H -1.703 -28.976 -8.169 -0.16 0.27 -0.15 0.10
H -3.382 -29.541 -7.830 0.17 -0.10 -0.20 0.09
H -5.405 -24.764 -8.969 0.00 0.59 -0.50 0.09
H -4.056 -24.942 -10.152 -0.15 -0.92 0.20 0.06
H -3.918 -23.723 -9.020 0.08 -0.25 1.20 0.10
C -4.613 -27.261 -19.318 -0.84 1.37 -0.10 0.00
O -4.030 -27.452 -18.012 0.04 -1.16 0.27 0.03
C -4.800 -27.389 -16.950 -2.00 3.03 1.37 -0.49
O -6.035 -27.083 -16.939 3.06 -1.18 -0.18 0.03
O -4.032 -27.362 -15.805 -1.00 -0.93 -2.42 0.00
C -4.706 -27.566 -14.566 0.16 0.51 0.38 -0.03
H -5.543 -27.800 -19.503 0.31 -0.45 0.38 0.10
H -3.893 -27.416 -20.121 0.23 -0.41 0.63 0.10
H -4.890 -26.207 -19.354 0.01 0.12 -0.13 0.10
H -5.744 -27.878 -14.683 0.24 -0.29 -0.12 0.10
H -4.726 -26.612 -14.039 0.04 -0.02 -0.03 0.06
H -4.068 -28.253 -14.010 -0.36 -0.14 0.00 0.10
C -3.689 -18.005 -11.096 -0.17 2.88 -0.19 -0.03
O -4.391 -19.178 -10.877 0.05 -1.81 0.96 0.01
C -3.988 -20.276 -11.451 0.11 -1.38 -1.48 -0.51
O -3.035 -20.383 -12.244 -2.18 -0.55 2.11 0.09
O -4.842 -21.340 -11.165 0.62 0.32 0.20 -0.05
C -5.880 -21.203 -10.117 0.71 1.83 0.40 0.00
H -4.252 -17.539 -11.905 0.69 0.38 -0.28 0.11
H -2.609 -17.990 -11.245 -0.20 -0.95 -0.37 0.11
H -3.846 -17.368 -10.225 -0.18 -0.19 0.11 0.10
H -6.632 -21.985 -10.015 0.53 -0.35 -0.99 0.07
H -6.345 -20.228 -10.256 -0.35 -0.25 -0.19 0.09
H -5.432 -21.111 -9.127 0.45 -0.21 -0.09 0.10
```
Forces are in eV/Å.

Results
HOMO-LUMO gap, eV: 9.29
Energy, Ha: -4597.01693
Strongest force on any atom, eV/A: 5.4
HOMO, eV: -13.0
Total charge: +1
LUMO energy, Ha: -0.13802
Energy above the lowest of the compared OMol25 structures with the same formula, charge and spin, kcal per mole: 0.0